Record 1
21
Properties=species:S:1:pos:R:3:lowdin_charge:R:1 method="wB97M-V/def2-TZVPD" e_lumo_ev=0.2895 spin_multiplicity=1 smiles="C=CC.O.O.O.O" de_lowest_ev=3.124 homo_energy_ev=-8.9 max_force_ev_per_a=4.64
C -0.0404 -2.0686 1.5773 -0.057
C 0.0909 -2.8231 0.5140 -0.280
C -1.0135 -3.6167 -0.2437 -0.113
H 0.4884 -1.0598 1.6062 0.063
H -0.6746 -2.3004 2.4358 0.056
H 1.1189 -3.0512 -0.0576 0.131
H -1.1718 -2.9767 -1.1696 0.088
H -0.6538 -4.5493 -0.6718 0.055
H -1.9045 -3.5800 0.3858 0.065
O 2.9019 0.0831 1.2770 -0.076
H 3.3523 0.9236 1.5705 0.068
H 3.3617 -0.5814 1.7715 0.016
O 1.0176 5.8681 -2.1936 -0.071
H 1.4333 5.2270 -2.7607 0.015
H 0.4964 5.3140 -1.5595 0.057
O 0.7456 0.4757 -1.9275 -0.113
H 0.9634 -0.4119 -1.4648 0.064
H 1.6301 0.8369 -2.1333 0.033
O -4.4378 2.9346 0.9245 -0.051
H -4.0574 2.0865 0.7534 0.015
H -3.6465 3.2697 1.3660 0.036

---

Record 2
87
Properties=species:S:1:pos:R:3:lowdin_charge:R:1 method="wB97M-V/def2-TZVPD" e_lumo_ev=-2.5040 spin_multiplicity=1 de_lowest_ev=6.332 homo_energy_ev=-9.9 max_force_ev_per_a=6.50
C -0.0771 5.7523 1.6386 -0.130
C -0.6147 4.5073 0.7275 -0.299
C -1.2171 3.3765 1.7468 -0.669
I -3.4097 3.4517 1.8956 0.898
C -0.6311 1.9179 1.4864 -0.100
C 0.5000 1.4401 2.4846 0.088
C 1.2308 0.0776 2.3936 0.005
C 0.7593 -0.8550 1.2353 0.063
C -0.3413 -0.4364 0.2212 -0.034
O -0.6368 -1.4076 -0.8318 -0.107
C 0.0983 -1.0596 -2.0054 -0.439
N 0.6393 -0.6498 -3.0161 0.162
C -1.0728 0.9653 0.2979 0.053
C -2.2017 1.3912 -0.7313 -0.180
O -2.1588 2.5896 -1.1551 0.054
C -3.3585 0.4629 -1.3353 -0.177
F -2.8853 -0.4977 -2.3023 0.065
F -4.2492 1.3169 -2.0888 0.066
C -4.2812 -0.2983 -0.2647 -0.189
F -4.4990 -1.6264 -0.7958 0.072
F -3.6982 -0.4850 1.0182 0.080
C -5.7451 0.3254 -0.0423 -0.206
F -6.6225 0.0107 -1.1350 0.078
F -5.7545 1.6995 0.3142 0.030
C -6.3792 -0.4589 1.2434 -0.278
O -6.5788 0.1809 2.3198 0.092
O -6.6995 -1.8408 1.2416 0.065
C 1.6560 -2.1656 1.3695 -0.366
O 1.5923 -3.2233 0.6823 0.013
N 2.5817 -1.8842 2.5185 -0.321
S 2.2137 -3.1533 3.6621 0.823
C 2.4024 -0.5844 3.2455 -0.355
O 3.0485 -0.1498 4.2330 0.055
H -1.0000 6.2278 2.1598 0.083
H 0.4300 6.5674 1.0214 0.062
H 0.5843 5.3650 2.5095 0.082
H -1.4575 4.9119 0.0704 0.091
H 0.2573 4.0854 0.0944 0.003
H -0.8479 3.7143 2.7930 0.072
H 0.8279 2.1639 3.3219 0.126
H -6.2431 -2.2536 2.0232 0.147
H 0.9600 -2.8352 4.2096 -0.072
C -0.1639 -4.9739 -2.3831 -1.456
Cl -0.2348 -5.3521 -0.6566 0.537
Cl -1.4350 -5.8376 -3.2615 0.517
Cl -0.3050 -3.2256 -2.6439 0.691
H 0.8005 -5.3004 -2.7668 -0.045
C 2.7464 4.3569 -1.9952 -1.507
Cl 1.1417 3.6127 -1.9458 0.583
Cl 2.9308 5.5253 -0.6781 0.542
Cl 4.0076 3.1201 -1.9101 0.510
H 2.8494 4.8871 -2.9408 0.015
C 3.5469 0.6297 7.3816 -1.542
Cl 4.5412 1.8113 8.2466 0.522
Cl 3.8582 -1.0048 7.9842 0.522
Cl 1.8303 1.0324 7.5332 0.486
H 3.8144 0.6627 6.3270 -0.015
C -4.7748 -8.4204 -2.9642 -1.543
Cl -3.6681 -9.7531 -2.6031 0.514
Cl -4.1834 -7.4760 -4.3385 0.500
Cl -6.4032 -9.0338 -3.2854 0.518
H -4.8200 -7.7674 -2.0942 0.017
C -1.6340 3.3334 8.1488 -1.537
Cl 0.0793 3.7125 7.9236 0.493
Cl -2.6498 4.6098 7.4627 0.518
Cl -2.0249 1.7686 7.4200 0.512
H -1.8342 3.2734 9.2171 0.017
C 6.6440 2.8546 -5.3854 -1.558
Cl 7.6507 4.0305 -4.5283 0.523
Cl 6.9458 1.2192 -4.7803 0.525
Cl 4.9319 3.2698 -5.2268 0.488
H 6.9070 2.8833 -6.4407 -0.043
C 2.4601 -3.3490 -5.2886 -1.517
Cl 0.7193 -3.4030 -5.6009 0.520
Cl 2.9170 -4.5562 -4.0765 0.554
Cl 3.3691 -3.5997 -6.7859 0.526
H 2.7071 -2.3626 -4.8989 0.015
C 4.7986 5.6936 -8.4488 -1.525
Cl 3.1956 4.9468 -8.3976 0.521
Cl 4.9848 6.8584 -7.1302 0.520
Cl 6.0634 4.4578 -8.3699 0.543
H 4.8988 6.2259 -9.3931 0.016
C -0.8459 -7.2657 2.9265 -1.533
Cl 0.5839 -7.3188 3.9678 0.521
Cl -2.2571 -7.9147 3.7740 0.521
Cl -1.1550 -5.6117 2.3792 0.490
H -0.6561 -7.8858 2.0519 0.018

---

Record 3
35
Properties=species:S:1:pos:R:3:lowdin_charge:R:1 method="wB97M-V/def2-TZVPD" total_charge=+1 e_lumo_ev=-2.8673 spin_multiplicity=1 homo_energy_ev=-12.1 max_force_ev_per_a=3.55
O 0.6220 0.9838 2.9680 0.056
C 0.1680 1.4721 1.9460 -0.144
C 0.8360 1.0030 0.6706 -0.295
C 0.0246 1.2670 -0.5777 -0.239
C 0.1553 2.6990 -1.1331 -0.435
S 2.0032 3.1143 -1.1792 0.688
N 1.1037 -0.4411 0.9292 0.190
H -0.5801 2.2022 2.1063 0.135
H 1.9117 1.4182 0.6190 0.131
H 0.2989 0.5352 -1.3459 0.110
H -1.0381 1.0979 -0.5245 0.092
H -0.3455 3.4888 -0.6464 0.057
H -0.0782 2.7931 -2.2156 0.081
H 2.1407 3.8805 -0.0139 -0.100
H 2.0650 -0.6867 0.5753 0.130
H 0.3609 -1.1115 0.6338 0.139
H 1.1953 -0.6793 1.9571 0.171
H -0.4529 -2.5242 -3.1149 0.085
H -0.3128 -2.5165 -1.5623 0.002
O -0.1462 -2.0019 -2.3606 -0.044
H -2.0433 -2.6625 0.1526 -0.009
H -1.0431 -3.5911 0.6724 0.074
O -1.1123 -2.9016 0.0046 -0.066
H -1.4207 -1.0821 -1.7741 0.040
H -2.6792 -0.5350 -2.1258 0.092
O -2.1365 -0.5093 -1.3225 -0.086
H 3.0757 -2.5340 -0.9510 0.063
H 3.5462 -1.1205 -1.3177 0.078
O 2.8944 -1.6092 -0.7939 -0.036
H -4.0190 -2.5335 -0.3062 0.084
H -3.1148 -1.2529 -0.2943 0.003
O -3.5675 -1.9135 0.2984 -0.080
H -2.4455 -1.3615 2.1167 0.036
H -1.3786 -2.0723 2.9541 0.046
O -1.5655 -1.2348 2.5281 -0.047

---

Record 4
56
Properties=species:S:1:pos:R:3:lowdin_charge:R:1 method="wB97M-V/def2-TZVPD" e_lumo_ev=-0.2606 spin_multiplicity=1 smiles="O=C([O-])[C@H]1Cc2ccccc2N1/C=C/[C@H](c1ccccc1)[N+]12CCN(CC1)CC2" de_lowest_ev=5.190 homo_energy_ev=-6.6 max_force_ev_per_a=2.16
O -1.0749 3.0427 3.3790 -0.049
C -1.9261 2.1608 3.5428 -0.697
O -3.1756 2.1116 3.5565 -0.031
C -1.2928 0.7301 3.7956 -0.182
C -2.1517 -0.1383 4.7315 -0.070
C -2.7273 -1.1928 3.8286 -0.126
C -3.7346 -2.1504 4.0442 -0.024
C -4.1567 -2.9700 2.9848 -0.103
C -3.6881 -2.7462 1.6882 -0.095
C -2.7732 -1.7111 1.4413 -0.022
C -2.2039 -1.0133 2.5175 -0.139
N -1.3142 0.0648 2.4944 0.002
C -0.6466 0.5914 1.4024 -0.013
C -0.3542 -0.1175 0.2430 -0.072
C 0.1564 0.5852 -0.9848 -0.124
C -0.4190 -0.0128 -2.2785 -0.196
C -1.1367 0.7696 -3.2133 -0.029
C -1.5989 0.2138 -4.4196 -0.078
C -1.4633 -1.1558 -4.6725 -0.089
C -0.9344 -1.9728 -3.6711 -0.072
C -0.5053 -1.4133 -2.4416 -0.050
N 1.8760 0.8487 -1.1426 -0.100
C 2.5137 -0.5645 -1.1706 -0.095
C 4.0142 -0.4739 -1.2013 -0.157
N 4.4779 0.9304 -1.1982 -0.156
C 3.9376 1.6171 -2.3906 -0.160
C 2.4248 1.5990 -2.4097 -0.067
C 3.9817 1.6331 0.0092 -0.152
C 2.4762 1.6316 0.0716 -0.073
H -0.2717 0.8635 4.1526 0.136
H -1.5154 -0.5598 5.5223 0.118
H -2.9640 0.4233 5.2127 0.126
H -4.1980 -2.2559 5.0318 0.113
H -4.8833 -3.7607 3.1642 0.096
H -4.0598 -3.3494 0.8641 0.096
H -2.5327 -1.4098 0.4158 0.092
H -0.4008 1.6639 1.5026 0.136
H -0.7586 -1.1630 0.1937 0.081
H -0.0447 1.6729 -0.9412 0.140
H -1.3421 1.8339 -3.0309 0.120
H -2.0087 0.8507 -5.2075 0.107
H -1.7088 -1.5824 -5.6548 0.110
H -0.7756 -3.0432 -3.8448 0.107
H -0.2191 -2.0953 -1.6249 0.115
H 2.1471 -1.0751 -2.0709 0.121
H 2.1680 -1.1280 -0.2964 0.131
H 4.4791 -0.9525 -0.3343 0.126
H 4.4389 -0.9047 -2.1143 0.125
H 4.3492 2.6325 -2.3403 0.126
H 4.3806 1.1000 -3.2492 0.126
H 2.0313 2.6233 -2.3900 0.131
H 2.0485 1.0938 -3.3059 0.127
H 4.4410 1.1312 0.8670 0.128
H 4.4010 2.6426 -0.0737 0.126
H 2.0980 2.6613 0.0110 0.135
H 2.1200 1.1899 1.0055 0.124

---

Record 5
23
Properties=species:S:1:pos:R:3:lowdin_charge:R:1 method="wB97M-V/def2-TZVPD" total_charge=+1 e_lumo_ev=-3.7314 spin_multiplicity=1 smiles=[NH3+]CCNCCCS de_lowest_ev=1.247 homo_energy_ev=-11.7 max_force_ev_per_a=2.45
N -0.0098 2.9166 -2.3425 0.198
C -0.1980 1.4470 -1.9960 -0.121
C 0.3702 1.1404 -0.6163 -0.225
N -0.3739 0.0026 -0.0825 -0.068
C -0.3484 -0.0945 1.3971 -0.222
C -0.6507 -1.5299 1.8066 -0.286
C 0.4895 -2.4941 1.8627 -0.513
S 0.9507 -3.1498 0.1989 0.702
H -0.6811 3.4558 -1.7980 0.172
H 0.9058 3.2215 -1.9944 0.171
H -0.0259 3.0874 -3.3452 0.173
H -1.2600 1.2985 -1.9249 0.126
H 0.1840 0.8017 -2.7859 0.139
H 0.0716 1.9989 -0.0025 0.123
H 1.4556 1.0226 -0.5661 0.133
H 0.0525 -0.8173 -0.4562 0.033
H -1.0941 0.6019 1.7826 0.117
H 0.6202 0.2301 1.7987 0.118
H -1.1783 -1.4558 2.7727 0.120
H -1.5397 -1.8531 1.2631 0.117
H 1.4297 -2.0778 2.2218 0.068
H 0.2664 -3.3279 2.4942 0.069
H 0.5637 -4.4249 0.3120 -0.145

---

Record 6
23
Properties=species:S:1:pos:R:3:lowdin_charge:R:1 method="wB97M-V/def2-TZVPD" total_charge=+1 e_lumo_ev=-3.5762 spin_multiplicity=1 smiles="C=CC[C@@H]([NH3+])CNC" de_lowest_ev=2.068 homo_energy_ev=-12.7 max_force_ev_per_a=0.93
C -0.3351 2.6688 -1.6108 0.029
C -0.2880 1.6626 -0.7558 -0.174
C -0.8093 0.2651 -1.0338 -0.154
C -0.8877 -0.5536 0.2570 -0.263
N -1.9788 -1.6274 0.0924 0.226
C 0.4428 -1.2423 0.6219 -0.191
N 1.2554 -0.3012 1.3875 -0.120
C 2.6273 -0.1755 0.9268 -0.118
H 0.0722 3.6358 -1.3302 0.070
H -0.7835 2.6075 -2.5987 0.073
H 0.1951 1.8059 0.2034 0.096
H -1.8191 0.3874 -1.4453 0.119
H -0.2064 -0.2820 -1.7521 0.125
H -1.1762 0.0719 1.0954 0.152
H -1.6080 -2.5361 -0.1913 0.170
H -2.5266 -1.7325 0.9484 0.175
H -2.6386 -1.3161 -0.6246 0.160
H 0.2693 -2.1644 1.1850 0.124
H 0.9858 -1.4803 -0.2952 0.124
H 1.2362 -0.5388 2.3769 0.121
H 2.6594 0.0412 -0.1452 0.083
H 3.1436 0.6090 1.4772 0.086
H 3.2440 -1.0851 1.0532 0.088